Formula: C6H8Cl2NaO14
Source: OMol25
Level of theory: ωB97M-V/def2-TZVPD

Properties
net charge = -1
highest occupied orbital energy = -0.231 Ha
lowest unoccupied orbital energy = 1.76 eV

Last column: Mulliken charge in e.
Cartesian coordinates (Å):
Cl 2.42 -0.81 4.60  1.659
Cl -2.61 1.78 2.98  1.768
Na 0.47 0.34 1.91  0.890
O -1.40 2.29 2.36  -0.678
O 2.90 -0.49 5.92  -0.663
O 2.61 0.33 0.02  -0.495
O -3.75 2.16 2.18  -0.673
O -2.79 0.46 -0.43  -0.237
O -2.76 2.31 4.31  -0.668
O 3.47 -0.62 3.63  -0.646
O 2.14 0.91 -2.11  -0.310
O 1.32 0.08 4.26  -0.661
O 3.56 -0.76 -1.71  -0.327
O 1.94 -2.18 4.56  -0.654
O -0.56 0.26 -0.28  -0.501
O -1.71 -0.83 -1.88  -0.354
O -2.49 0.33 3.03  -0.683
C -3.83 -0.24 -1.12  -0.274
C 3.64 -0.55 -3.12  -0.279
C 2.75 0.18 -1.15  0.689
C -3.06 -1.19 -2.05  -0.273
C -1.60 -0.02 -0.80  0.591
C 2.46 0.37 -3.40  -0.250
H 3.57 -1.50 -3.64  0.268
H 1.59 -0.19 -3.74  0.218
H -4.42 0.54 -1.61  0.261
H -3.30 -2.23 -1.82  0.250
H -3.37 -1.08 -3.09  0.246
H 4.60 -0.07 -3.30  0.248
H 2.67 1.21 -4.06  0.269
H -4.47 -0.78 -0.42  0.267